DFT (the ωB97M-V functional and the def2-TZVPD basis) results for a structure of composition C27H29N5O6P3ReS3.

Last column: Löwdin charge in e.
Element x y z (Å)
Re -0.34 0.32 0.71  1.1700
S -2.03 -1.33 0.56  0.6701
C -1.15 -2.44 -0.46  -0.6988
N -1.65 -3.48 -1.13  0.0899
N -2.81 -3.99 -0.87  0.0508
C -3.54 -4.13 0.34  -0.2540
C -4.90 -4.42 0.22  -0.0199
C -5.66 -4.65 1.35  -0.0650
C -5.06 -4.61 2.61  -0.0640
C -3.70 -4.35 2.72  -0.0597
C -2.93 -4.12 1.59  -0.0730
N 0.14 -2.20 -0.77  0.0710
N 0.61 -1.07 -0.34  -0.2058
C 2.05 -0.95 -0.45  -0.2601
C 2.86 -1.98 0.02  -0.0178
C 4.23 -1.84 -0.08  -0.0566
C 4.78 -0.69 -0.64  -0.0570
C 3.96 0.32 -1.11  -0.0609
C 2.59 0.20 -1.01  -0.0441
H -3.19 -4.47 -1.66  0.1620
H -5.36 -4.44 -0.76  0.1208
H -6.71 -4.87 1.26  0.1131
H -5.65 -4.81 3.50  0.1113
H -3.23 -4.35 3.69  0.1153
H -1.87 -3.96 1.69  0.1021
H 2.41 -2.85 0.46  0.1171
H 4.87 -2.63 0.29  0.1119
H 5.86 -0.59 -0.71  0.1130
H 4.39 1.21 -1.56  0.1176
H 1.93 0.98 -1.39  0.1021
N 0.64 3.04 4.33  0.1990
C 1.33 1.89 3.63  -0.4866
C 2.49 1.35 4.48  -0.0619
P 1.94 2.39 1.94  0.3602
O 1.73 3.97 2.10  -0.1741
O 3.31 1.93 1.75  -0.2247
O 0.83 1.97 0.95  -0.5416
P 0.05 0.57 3.55  0.3498
O -1.16 1.33 2.69  -0.2656
O -0.42 0.31 4.92  -0.2369
O 0.49 -0.48 2.54  -0.3788
H 1.33 3.69 4.72  0.1692
H 0.06 2.67 5.09  0.1568
H 0.06 3.57 3.67  0.1261
H 3.26 2.12 4.61  0.0989
H 2.97 0.53 3.95  0.0943
H 2.14 0.99 5.44  0.0900
H 1.35 4.38 1.30  0.0301
H -2.02 1.15 3.11  0.1103
S -1.17 4.39 0.95  0.3248
P -2.17 3.19 -0.24  0.2015
S -1.26 1.52 -1.12  0.3365
C -2.85 4.08 -1.67  -0.3923
C -3.78 5.08 -1.39  -0.0901
C -4.32 5.82 -2.43  -0.0656
C -3.93 5.57 -3.74  -0.0691
C -3.00 4.58 -4.01  -0.0693
C -2.46 3.83 -2.98  -0.1047
C -3.61 2.48 0.61  -0.4149
C -3.99 2.96 1.86  -0.1301
C -5.15 2.48 2.46  -0.0730
C -5.92 1.52 1.82  -0.0694
C -5.53 1.03 0.58  -0.0674
C -4.38 1.51 -0.03  -0.1146
H -4.07 5.28 -0.37  0.1069
H -5.04 6.60 -2.21  0.1103
H -4.36 6.16 -4.55  0.1102
H -2.70 4.39 -5.04  0.1101
H -1.73 3.06 -3.20  0.0613
H -3.39 3.72 2.34  0.0626
H -5.46 2.87 3.43  0.1087
H -6.83 1.16 2.29  0.1101
H -6.14 0.28 0.08  0.1104
H -4.08 1.13 -1.00  0.0916

Output
- HOMO (spin up / spin down): -10.65 / -10.84 eV
- 2S+1: 4
- Frontier orbital gap (spin up / spin down): 0.249 / 0.226 hartree
- Total charge: +1
- Molecular weight: 894.89 g/mol
- <S²>: 4.0222
- LUMO energy (spin up / spin down): -3.9 / -4.7 eV

=====

DFT (the ωB97M-V functional and the def2-TZVPD basis) results for a cluster of 2 separate species, C6H15O3P in total in a non-equilibrium geometry.

Last column: Löwdin charge in e.
Element x y z (Å)
C 0.86 1.13 1.93  -0.1682
O -0.40 0.64 1.62  -0.3930
P -1.32 1.07 0.37  0.8659
O -0.22 1.48 -0.83  -0.2644
C -1.85 2.79 0.74  -0.4368
O -2.83 2.70 1.72  -0.1306
H 0.75 1.02 3.05  0.1005
H 1.18 2.15 1.54  0.1011
H 1.72 0.35 1.70  0.0966
H -0.27 0.92 -1.61  0.0268
H -0.94 3.35 0.97  0.0868
H -2.26 3.14 -0.20  0.0860
H -3.27 1.86 1.32  0.0922
C 1.98 -1.54 -0.29  -0.0103
C 0.85 -1.68 -0.96  -0.4382
C -0.51 -2.04 -0.41  -0.0873
C 0.89 -1.23 -2.44  -0.0959
H 3.00 -1.31 -0.68  0.0811
H 2.03 -1.72 0.81  0.0636
H -1.07 -1.15 -0.09  -0.0240
H -1.03 -2.63 -1.29  0.1059
H -0.41 -2.89 0.33  0.0946
H 1.76 -1.70 -3.12  0.1218
H 1.10 -0.15 -2.41  0.0532
H -0.01 -1.57 -3.03  0.0724

Output
- HOMO: -8.92 eV
- 2S+1: 1
- Frontier orbital gap: 0.357 hartree
- Total charge: 0
- Molecular weight: 166.16 g/mol
- SMILES: COP(O)CO.C=C(C)C
- LUMO energy: 0.8 eV
- ΔE to the lowest compared entry with this formula, charge and spin: 202.96 kJ/mol

=====

DFT (the ωB97M-V functional and the def2-TZVPD basis) results for the molecule C12H15NO2 in a non-equilibrium geometry.

Last column: Löwdin charge in e.
Element x y z (Å)
C 4.10 0.65 -0.08  -0.1072
C 3.37 1.01 1.05  -0.0952
C 3.49 -0.11 -1.07  -0.0966
C 2.05 0.63 1.18  -0.0477
C 2.18 -0.53 -0.93  -0.0523
C 1.44 -0.16 0.20  -0.2398
C 0.04 -0.43 0.30  0.0110
C -2.17 0.74 0.77  -0.0206
C -2.62 -0.56 0.12  -0.3650
C -2.62 -0.60 -1.41  -0.0251
C 0.07 -2.83 0.93  0.0195
C -1.99 3.02 0.42  -0.0732
N -0.50 -1.54 0.60  -0.1319
O -1.91 -1.66 0.66  -0.0688
O -2.36 1.75 -0.07  -0.1588
H 5.13 0.96 -0.19  0.0957
H 3.84 1.61 1.82  0.1009
H 4.05 -0.40 -1.95  0.1007
H 1.48 0.93 2.05  0.1093
H 1.71 -1.13 -1.70  0.1108
H -3.64 -0.74 0.49  0.1406
H -1.60 -0.45 -1.78  0.0734
H -3.24 0.21 -1.80  0.0805
H -2.99 -1.55 -1.77  0.0826
H -0.24 -3.12 1.93  0.0978
H -0.29 -3.57 0.22  0.0986
H 1.16 -2.75 0.87  0.0969
H -1.02 3.29 -0.01  0.0910
H -1.92 3.01 1.51  0.0844
H -2.74 3.74 0.09  0.0885

Output
- HOMO (spin up / spin down): -5.39 / -7.54 eV
- 2S+1: 3
- Frontier orbital gap (spin up / spin down): 0.231 / 0.260 hartree
- Total charge: 0
- Molecular weight: 205.26 g/mol
- <S²>: 2.0167
- LUMO energy (spin up / spin down): 0.9 / -0.5 eV

=====

DFT (the ωB97M-V functional and the def2-TZVPD basis) results for the molecule C3H8N2OS in a non-equilibrium geometry.

Last column: Löwdin charge in e.
Element x y z (Å)
C 0.89 0.24 1.08  -0.1047
C 1.13 1.16 -0.15  -0.1897
C -0.14 -0.50 0.08  -0.4506
N 0.62 0.07 -0.99  -0.0414
N -2.71 -0.49 -0.62  -0.2417
O -1.76 1.61 0.20  -0.5144
S -1.81 0.15 0.54  0.8127
H 1.70 -0.35 1.49  0.0973
H 0.36 0.81 1.89  0.0996
H 0.42 2.03 -0.23  0.1033
H 2.08 1.50 -0.50  0.0941
H -0.29 -1.57 0.06  0.0908
H 0.26 0.02 -1.90  0.0968
H -2.57 -1.51 -0.76  0.0829
H -3.68 -0.16 -0.60  0.0650

Output
- HOMO: -7.95 eV
- 2S+1: 1
- Frontier orbital gap: 0.313 hartree
- Total charge: 0
- Molecular weight: 120.18 g/mol
- LUMO energy: 0.6 eV
- ΔE to the lowest compared entry with this formula, charge and spin: 337.55 kJ/mol

=====

DFT (the ωB97M-V functional and the def2-TZVPD basis) results for the molecule C5H8BFO2 in a non-equilibrium geometry.

Last column: Löwdin charge in e.
Element x y z (Å)
C 1.52 0.59 1.78  -0.0012
C 0.68 1.04 0.84  -0.1385
C -0.29 0.20 0.06  -0.0570
B -1.81 0.51 0.10  -0.6466
O -2.62 -0.42 0.73  0.1931
O -2.27 1.48 -0.70  0.2119
C 0.13 -0.86 -0.73  -0.2181
C 1.51 -1.25 -1.21  -0.0244
F -0.79 -1.49 -1.54  0.0199
H 2.16 1.27 2.33  0.0503
H 1.72 -0.41 2.12  0.0594
H 0.84 2.11 0.48  0.1345
H -3.51 -0.21 0.62  0.0667
H -3.17 1.39 -0.98  0.1002
H 1.77 -2.32 -1.48  0.1047
H 1.77 -0.59 -1.98  0.0543
H 2.34 -1.06 -0.44  0.0909

Output
- HOMO: -8.84 eV
- 2S+1: 1
- Frontier orbital gap: 0.338 hartree
- Total charge: 0
- Molecular weight: 129.93 g/mol
- SMILES: C=C/C(B(O)O)=C(\C)F
- LUMO energy: 0.4 eV
- ΔE to the lowest compared entry with this formula, charge and spin: 0.00 kJ/mol

=====

DFT (the ωB97M-V functional and the def2-TZVPD basis) results for a structure of composition C5H5O3Tb in a non-equilibrium geometry.

Last column: Löwdin charge in e.
Element x y z (Å)
O -0.91 1.54 -0.29  -0.2478
C -1.69 0.55 -0.40  -0.3282
O -2.06 -0.11 0.74  -0.0258
Tb 1.31 1.51 -0.10  1.6792
H -2.45 0.59 -1.19  0.1802
O 2.32 -1.61 0.57  -0.0404
C 1.33 -0.89 -0.07  -0.4438
C 0.23 -1.49 -0.49  0.0086
C -1.11 -1.48 -0.81  -0.1287
C -2.14 -1.49 0.32  -0.1199
H 3.02 -1.01 0.84  0.0666
H -1.44 -1.89 -1.77  0.1238
H -3.15 -1.70 -0.05  0.1344
H -1.91 -2.11 1.20  0.1417

Output
- HOMO (spin up / spin down): -12.06 / -12.19 eV
- 2S+1: 8
- Frontier orbital gap (spin up / spin down): 0.284 / 0.268 hartree
- Total charge: +1
- Molecular weight: 272.02 g/mol
- <S²>: 15.7849
- LUMO energy (spin up / spin down): -4.3 / -4.9 eV